12
Properties=species:S:1:pos:R:3:forces:R:3 method="wB97M-V/def2-TZVPD" e_above_lowest_kj_mol=380.96 lumo_ev="-0.529 / -0.532" homo_energy_ha="-0.31083 / -0.31077" max_force_ev_per_a=0.4 total_charge=0
O 1.9387 0.2850 0.1996 -0.04 -0.06 0.20
C 0.7127 0.5328 -0.4389 -0.20 -0.09 -0.36
C 0.1491 -0.5497 -1.1975 0.04 -0.04 0.00
C -0.5408 0.7145 0.3958 -0.15 0.04 0.23
C -1.1104 -0.4072 1.0049 0.01 -0.03 -0.08
O -0.9711 -1.5729 0.5836 0.01 0.28 0.04
H 1.7334 -0.0258 1.0905 0.10 0.06 -0.10
H 0.7880 1.4411 -1.0490 -0.02 -0.09 0.08
H -0.5811 -0.3279 -1.9687 0.14 0.00 0.08
H 0.4986 -1.5688 -1.0950 -0.04 0.14 0.01
H -0.9341 1.7172 0.5403 0.09 -0.17 -0.01
H -1.6832 -0.2384 1.9344 0.07 -0.03 -0.10